8
Properties=species:S:1:pos:R:3 method="wB97M-V/def2-TZVPD" charge=+1 relative_energy_kcal_mol=52.4 gap_ev=11.273 homo_ev=-16.01 lumo_energy_ev=-4.736 total_energy_ha=-609.88821
C -1.12875 -0.03844 0.24753
N -0.43510 0.64393 -0.51501
N -1.60597 -0.91160 0.89441
Cl 2.23618 0.09179 0.30377
H -0.17025 0.34947 -1.45474
H 0.29314 1.23811 -0.04502
H -2.25612 -1.45652 1.34076
H 3.06688 0.08326 -0.77169